This record from the Open Molecules 2025 dataset describes 2 unconnected molecules or ions with the total composition C4H12 in a non-equilibrium geometry. The level of theory is ωB97M-V/def2-TZVPD.

The geometry in XYZ format:
```
16
Properties=species:S:1:pos:R:3:forces:R:3
H 1.7438 1.8408 0.4407 -0.08 0.29 0.31
H 2.2649 -0.7195 1.9466 -0.24 -0.43 -0.13
H 0.8693 -0.6089 0.7840 -0.11 -0.69 0.06
H -0.2231 -0.3772 -0.7971 0.03 0.06 -0.38
H 0.7161 1.4349 1.8780 -0.13 0.15 -0.46
C 1.6722 1.2751 1.3689 -0.33 -0.89 0.51
H -1.0820 -1.9185 -1.0552 0.12 0.04 0.11
C -2.2500 -0.2091 -1.6606 -0.33 0.28 -1.12
H 2.3758 1.6012 2.1306 0.50 0.22 -0.39
C 1.8384 -0.2455 1.0661 0.57 1.71 0.16
H -1.5832 -0.7903 0.2195 0.35 -0.26 0.17
H -2.2494 0.8809 -1.6394 0.06 0.04 0.45
H -3.2446 -0.5499 -1.3781 -0.06 0.04 0.16
H -2.1904 -0.4208 -2.7348 0.34 -0.27 0.14
H 2.5328 -0.3287 0.2282 -0.04 -0.39 0.09
C -1.1906 -0.8645 -0.7975 -0.68 0.08 0.31
```
Forces are in eV/Å.

Frontier orbital gap = 12.842 eV
E_LUMO = 1.109 eV
Structure (SMILES) = CC.CC